Record 1
ORCA calculation (wB97M-V/def2-TZVPD) on a cluster of 6 separate species, C21H44Cl2N7O9 in total.

Geometry as XYZ:
```
83
C21H44Cl2N7O9 wB97M-V/def2-TZVPD
C 6.101 -3.697 2.236
C 4.759 -3.831 1.524
Cl 4.875 -5.284 0.451
C 3.556 -4.080 2.460
Cl 3.700 -3.234 4.028
C 2.263 -3.771 1.711
N 1.119 -4.343 2.459
C 0.008 -4.590 1.563
O -1.013 -5.411 2.192
N -0.967 -5.391 3.610
O -1.603 -4.507 4.030
C 2.069 -2.282 1.342
O 2.775 -1.414 1.883
O 1.201 -2.073 0.452
H 6.098 -2.866 2.935
H 6.299 -4.626 2.775
H 6.876 -3.576 1.479
H 4.563 -2.944 0.925
H 3.563 -5.146 2.693
H 2.323 -4.309 0.752
H 1.445 -5.256 2.769
H -0.426 -3.648 1.232
H 0.320 -5.126 0.656
C 0.672 -4.436 -3.438
O 1.183 -5.032 -2.508
N 0.529 -3.104 -3.531
C -0.097 -2.487 -4.678
C 1.015 -2.244 -2.448
H 0.264 -4.970 -4.318
H 0.603 -1.805 -5.167
H -0.978 -1.920 -4.367
H -0.405 -3.249 -5.394
H 2.086 -2.388 -2.317
H 0.530 -2.500 -1.512
H 0.817 -1.205 -2.699
C -4.129 0.030 4.547
O -4.458 1.173 4.275
N -4.122 -0.989 3.674
C -3.738 -2.341 4.037
C -4.518 -0.724 2.304
H -3.811 -0.265 5.561
H -2.889 -2.660 3.439
H -4.578 -3.017 3.857
H -3.465 -2.389 5.089
H -3.861 0.028 1.865
H -5.538 -0.341 2.287
H -4.461 -1.640 1.722
C 0.869 2.354 -1.975
O 1.532 1.551 -2.619
N 0.300 2.125 -0.790
C -0.479 3.152 -0.118
C 0.475 0.814 -0.158
H 0.675 3.378 -2.350
H -0.020 3.381 0.846
H -1.497 2.814 0.049
H -0.508 4.057 -0.720
H 1.532 0.631 0.026
H 0.110 0.026 -0.809
H -0.061 0.781 0.786
C -3.546 5.473 1.074
O -2.987 4.557 0.498
N -4.196 5.365 2.247
C -4.840 6.499 2.875
C -4.248 4.068 2.901
H -3.559 6.499 0.668
H -4.404 6.680 3.860
H -5.909 6.307 2.993
H -4.709 7.389 2.263
H -3.241 3.714 3.117
H -4.735 3.345 2.245
H -4.805 4.150 3.831
C 3.251 4.543 -6.935
O 3.913 3.762 -7.593
N 2.701 4.275 -5.738
C 1.925 5.261 -5.017
C 2.885 2.957 -5.140
H 3.043 5.571 -7.284
H 2.385 5.465 -4.047
H 0.909 4.893 -4.853
H 1.876 6.188 -5.585
H 3.948 2.759 -5.000
H 2.480 2.191 -5.801
H 2.378 2.905 -4.182
```

Summary:
* net charge: -1
* LUMO level: 2.065 eV
* multiplicity: 1
* HOMO energy: -0.1911 Eh
* frontier orbital gap: 7.266 eV

Results of the Löwdin charge analysis, in e, for atoms 1 through 5:
1. C -0.1697
2. C -0.7081
3. Cl 0.6083
4. C -0.6758
5. Cl 0.6546

=====

Record 2
ORCA calculation (wB97M-V/def2-TZVPD) on a structure of composition C21H44O3OsP2.

Geometry as XYZ:
```
71
C21H44O3OsP2 wB97M-V/def2-TZVPD
Os 0.111 0.317 -0.088
C -1.767 0.096 -0.409
O -2.927 0.210 -0.583
C -0.257 2.109 0.327
O -0.549 3.217 0.576
C 1.996 0.657 0.200
O 3.102 0.987 0.413
C -1.250 1.624 -3.337
P 0.175 0.802 -2.452
H 0.784 -0.916 -3.966
H -2.101 0.971 -3.082
C 1.675 1.567 -3.288
H 1.386 1.585 -4.360
C -1.111 1.653 -4.865
H -0.810 0.694 -5.309
H -0.414 2.435 -5.201
H -2.098 1.907 -5.281
C -1.572 3.029 -2.803
H -0.811 3.763 -3.093
C 0.943 -1.814 -2.066
H -1.688 3.050 -1.713
H -2.527 3.347 -3.246
C -1.199 -1.491 -3.354
H 0.499 -1.598 -1.027
H 0.910 -2.854 -2.410
H 2.001 -1.578 -1.947
C 0.192 -0.954 -3.053
H -1.163 -2.588 -3.460
H -1.592 -1.083 -4.295
H -1.925 -1.261 -2.558
C 2.941 0.716 -3.123
H 3.244 0.684 -2.065
H 3.747 1.199 -3.699
H 2.813 -0.305 -3.507
C 1.925 3.002 -2.811
H 2.106 3.028 -1.722
H 1.099 3.684 -3.060
H 2.832 3.375 -3.317
H -0.353 -3.051 -0.457
H -0.181 -2.614 0.167
C -1.939 1.335 3.242
C -0.451 0.962 3.346
C -0.004 0.892 4.812
P -0.055 -0.489 2.214
C 1.636 -1.155 2.675
C 1.798 -1.793 4.049
C 2.160 -2.125 1.618
C -1.216 -1.901 2.596
C -1.522 -2.110 4.084
C -2.565 -1.870 1.867
H -2.597 0.589 3.705
H -2.272 1.495 2.211
H -2.099 2.289 3.760
H 0.134 1.766 2.879
H -0.487 0.080 5.365
H 1.078 0.804 4.952
H -0.312 1.819 5.313
H 2.240 -0.235 2.667
H 1.321 -2.778 4.117
H 2.873 -1.957 4.209
H 1.458 -1.151 4.862
H 2.255 -1.648 0.643
H 3.163 -2.451 1.922
H 1.518 -3.011 1.512
H -0.627 -2.763 2.232
H -2.147 -1.301 4.483
H -2.114 -3.034 4.173
H -0.648 -2.246 4.729
H -2.476 -2.032 0.789
H -3.204 -2.667 2.275
H -3.084 -0.915 2.025
```

Summary:
* net charge: +4
* LUMO level (alpha / beta): -12.892 / -18.292 eV
* multiplicity: 5
* energy relative to the best compared isomer or geometry (same formula, charge and spin): 81.46 kJ/mol
* HOMO energy (alpha / beta): -0.7602 / -0.8384 Eh
* frontier orbital gap (alpha / beta): 7.794 / 4.522 eV

Results of the Löwdin charge analysis, in e, for atoms 1 through 5:
1. Os 1.0940
2. C -0.3399
3. O 0.1770
4. C -0.3102
5. O 0.2312

=====

Record 3
ORCA calculation (wB97M-V/def2-TZVPD) on a cluster of 3 separate species, C21H45FNO7PSi in total.

Geometry as XYZ:
```
77
C21H45FNO7PSi wB97M-V/def2-TZVPD
C -0.933 3.558 2.449
C -0.832 2.276 1.615
O -0.035 2.503 0.461
Si 0.160 1.171 -0.528
C 0.870 -0.245 0.503
C 2.164 -0.894 -0.047
C 3.401 0.016 0.010
C 4.296 -0.317 -1.223
C 4.253 -0.272 1.273
C 5.550 0.562 1.192
C 6.012 0.976 2.565
C 5.569 2.086 3.215
C 5.794 3.487 2.715
C 4.828 1.989 4.531
P 1.420 1.819 -2.272
N 0.877 3.188 -2.896
C -1.528 0.608 -1.235
F -1.593 -0.803 -1.317
C -1.932 1.269 -2.561
C -1.517 0.511 -3.831
H -0.941 4.448 1.827
H -0.062 3.591 3.104
H -1.805 3.468 3.094
H -0.428 1.505 2.277
H -1.852 1.957 1.378
H 0.108 -1.029 0.531
H 1.056 0.022 1.545
H 2.380 -1.787 0.544
H 1.948 -1.265 -1.051
H 3.157 1.078 0.060
H 4.977 -1.108 -0.911
H 4.859 0.540 -1.585
H 3.713 -0.739 -2.041
H 4.455 -1.339 1.346
H 3.710 0.119 2.135
H 5.351 1.466 0.605
H 6.347 0.040 0.661
H 6.749 0.330 3.043
H 6.809 3.754 3.019
H 5.741 3.582 1.630
H 5.138 4.202 3.211
H 5.470 2.375 5.338
H 3.949 2.629 4.505
H 4.582 0.960 4.767
H 2.774 1.994 -1.910
H 1.416 0.725 -3.181
H 1.634 3.863 -2.867
H -2.281 0.890 -0.500
H -1.620 2.312 -2.610
H -3.026 1.296 -2.584
H -0.529 0.791 -4.187
H -1.649 -0.561 -3.744
H -2.206 0.834 -4.611
C -3.668 -1.263 0.413
O -4.412 -1.877 1.469
C -4.010 -1.518 2.687
O -3.113 -0.751 2.938
O -4.769 -2.151 3.582
C -4.445 -1.856 4.942
H -4.081 -1.622 -0.524
H -3.779 -0.181 0.455
H -2.623 -1.544 0.470
H -4.582 -0.796 5.149
H -3.424 -2.157 5.168
H -5.130 -2.430 5.560
C -3.113 -3.007 -2.921
O -4.190 -2.767 -3.830
C -4.893 -3.855 -4.149
O -4.693 -4.971 -3.743
O -5.859 -3.491 -4.996
C -6.697 -4.565 -5.424
H -2.625 -2.060 -2.744
H -3.488 -3.395 -1.975
H -2.391 -3.700 -3.353
H -7.212 -5.013 -4.576
H -6.117 -5.318 -5.955
H -7.432 -4.140 -6.102
```

Summary:
* net charge: 0
* LUMO level: 0.550 eV
* SMILES: CCO[Si@](CC[C@H](C)CCC=C(C)C)([PH2]=N)[C@H](F)CC.COC(=O)OC.COC(=O)OC
* multiplicity: 1
* energy relative to the best compared isomer or geometry (same formula, charge and spin): 0.00 kJ/mol
* HOMO energy: -0.2742 Eh
* frontier orbital gap: 8.012 eV

Results of the Löwdin charge analysis, in e, for atoms 1 through 5:
1. C -0.0633
2. C -0.3217
3. O -0.2279
4. Si 0.5404
5. C -0.2249